This record from the OMol25 dataset describes 10 unconnected molecules or ions with the total composition C51H129N7O17. The level of theory is ωB97M-V with the def2-TZVPD basis set.

Structure (ORCA input):
```
! wB97M-V def2-TZVPD RIJCOSX def2/J DEFGRID3
* xyz 0 1
C -3.05395 -3.33897 -1.83875
O -2.58618 -4.33609 -2.68656
C -1.48181 -5.08588 -2.20631
C -1.24703 -6.23597 -3.13241
N -2.24461 -7.29433 -2.92561
C -2.22550 -8.39839 -3.86938
C -2.45565 -8.05213 -5.33365
O -3.78472 -7.63474 -5.49699
C -4.19690 -7.73404 -6.83337
H -2.37146 -2.48531 -1.79555
H -3.31140 -3.70107 -0.83511
H -4.01530 -2.96249 -2.19736
H -1.61829 -5.41702 -1.17174
H -0.62128 -4.40915 -2.26864
H -0.25613 -6.69221 -3.08021
H -1.35937 -5.83690 -4.15191
H -3.14661 -6.83278 -3.02747
H -2.98390 -9.13876 -3.60182
H -1.26524 -8.91638 -3.77167
H -2.22267 -8.95071 -5.91671
H -1.71345 -7.28723 -5.59622
H -4.08718 -8.75598 -7.21252
H -3.64870 -7.03662 -7.47692
H -5.24127 -7.49719 -7.04722
C -1.99294 3.93417 -2.73445
O -0.61390 4.22678 -2.58214
C 0.22209 3.17628 -3.13681
C 1.60146 3.56733 -2.64200
N 2.15592 4.61490 -3.48496
C 3.40026 5.13245 -2.93906
C 3.83282 6.34898 -3.73328
O 4.81387 7.09003 -3.03994
C 5.06601 8.32888 -3.64734
H -2.24055 2.98941 -2.24197
H -2.21123 3.89248 -3.80870
H -2.65382 4.70251 -2.33484
H 0.06739 3.27260 -4.21577
H -0.15852 2.19586 -2.83912
H 2.27625 2.70335 -2.67766
H 1.55046 3.85234 -1.58292
H 1.46663 5.36451 -3.49743
H 4.18226 4.36813 -2.94984
H 3.32912 5.42591 -1.88080
H 2.93904 6.97827 -3.85112
H 4.16453 6.07598 -4.74097
H 5.77523 8.85934 -3.00689
H 4.20957 9.01090 -3.69046
H 5.53204 8.18255 -4.62633
C -1.34632 3.94036 1.15579
O -0.05810 3.38848 1.13312
C 0.06811 2.08820 1.67456
C -0.70361 1.05699 0.82455
N -0.57416 -0.24648 1.43729
C -1.30222 -1.29900 0.74620
C -0.76322 -2.67435 1.12240
O 0.31306 -2.99020 0.28918
C 0.84507 -4.26449 0.51646
H -2.00250 3.35746 0.49487
H -1.38296 4.93257 0.71273
H -1.79033 3.94515 2.15772
H -0.34033 2.04660 2.68961
H 1.11849 1.80701 1.71606
H -0.26079 1.05817 -0.18417
H -1.74131 1.36435 0.69504
H 0.41637 -0.47440 1.47117
H -1.19521 -1.22100 -0.34501
H -2.38523 -1.27192 0.89571
H -1.58819 -3.39129 0.96253
H -0.57830 -2.79938 2.19786
H 1.07627 -4.44190 1.57617
H 1.72155 -4.44432 -0.09381
H 0.08797 -5.04535 0.34644
C 3.08688 -5.13903 -5.35079
O 3.50779 -4.21750 -4.35349
C 4.23527 -3.12511 -4.85698
C 4.73570 -2.35442 -3.63126
N 3.58734 -2.01101 -2.78749
C 3.93915 -1.22614 -1.59916
C 4.94377 -1.87508 -0.65811
O 4.29058 -2.97617 -0.02768
C 5.19438 -3.66199 0.83012
H 3.91885 -5.51598 -5.94863
H 2.38383 -4.63118 -6.02094
H 2.56859 -5.93660 -4.82461
H 3.60117 -2.42275 -5.41694
H 5.09024 -3.31791 -5.51525
H 5.16123 -1.40934 -3.98353
H 5.51486 -2.95704 -3.15560
H 3.07010 -2.86834 -2.65323
H 3.00274 -1.08476 -1.05186
H 4.27468 -0.24132 -1.93252
H 5.17767 -1.12565 0.10943
H 5.87162 -2.15416 -1.15449
H 4.69684 -4.56559 1.19073
H 5.30922 -3.01850 1.70681
H 6.11851 -4.01272 0.36949
C -4.75324 -3.74510 2.67181
O -3.92678 -4.87568 2.85904
C -3.69955 -5.53323 1.63649
C -2.76719 -6.72073 1.76475
N -1.53327 -6.39686 2.44839
C -0.63808 -7.53156 2.61885
C 0.56150 -7.09587 3.44463
O 1.37214 -8.20640 3.70545
C 2.59129 -7.83408 4.31776
H -5.76761 -4.09363 2.44004
H -4.41129 -3.04017 1.91140
H -4.82997 -3.26276 3.64588
H -3.25274 -4.85116 0.90186
H -4.63203 -5.92575 1.21368
H -2.63619 -7.25404 0.81776
H -3.34836 -7.50841 2.28697
H -1.82895 -6.02337 3.34505
H -0.40176 -7.95776 1.64337
H -1.09727 -8.36304 3.17736
H 0.23191 -6.55570 4.34217
H 1.10017 -6.33264 2.86275
H 3.21573 -7.27213 3.61195
H 3.12855 -8.71547 4.65559
H 2.35179 -7.16890 5.15661
C 4.28048 2.20516 2.12182
O 3.57109 3.26294 2.67832
C 3.23382 4.26358 1.75773
C 2.40840 5.39932 2.40823
N 1.19268 5.09411 3.13635
C 1.46805 4.53411 4.47388
C 0.15213 4.17078 5.18166
O -0.56358 5.24428 5.74002
C -0.95444 6.31846 4.91739
H 3.61962 1.46786 1.63969
H 4.84333 1.64660 2.87191
H 5.02111 2.44127 1.34681
H 2.63326 3.80892 0.95425
H 4.07004 4.79027 1.28027
H 2.20532 6.17400 1.66662
H 3.13820 5.82357 3.10806
H 0.61850 4.38458 2.68473
H 1.99112 5.29390 5.06034
H 2.06695 3.62097 4.41837
H 0.35269 3.50018 6.01846
H -0.51818 3.65566 4.47159
H -1.68497 6.01019 4.16487
H -0.11727 6.83350 4.44422
H -1.37906 7.07161 5.58235
C 3.01910 -1.20106 2.29946
O 2.08497 -0.50764 3.08668
C 1.91576 -0.98366 4.40442
C 0.59034 -0.44127 4.93544
N -0.51003 -1.16739 4.26465
C -1.81004 -1.04578 4.91340
C -2.50424 0.27030 4.61364
O -3.85303 0.20559 5.02258
C -4.63063 1.30879 4.61346
H 4.01856 -1.22331 2.75001
H 3.18416 -0.64525 1.37435
H 2.69778 -2.20432 2.01478
H 2.69836 -0.67075 5.10644
H 1.83137 -2.07390 4.42404
H 0.41902 0.62636 4.75102
H 0.50231 -0.64124 6.00497
H -0.54230 -0.82528 3.30495
H -1.72772 -1.19003 5.99456
H -2.41115 -1.91414 4.63147
H -2.42854 0.53059 3.54793
H -2.03246 1.11183 5.14531
H -4.95737 1.20360 3.57497
H -4.06921 2.22434 4.82710
H -5.53104 1.32582 5.22831
C -2.44759 7.41271 -1.03374
C -1.01904 7.63292 -1.50316
C 0.00190 7.02222 -0.54129
O -0.85328 7.07124 -2.79747
H -3.22769 7.60597 -1.77081
H -2.65251 8.08085 -0.19366
H -2.58028 6.36917 -0.72763
H -0.88350 8.71692 -1.52825
H -0.37890 6.98830 0.48506
H 0.93736 7.57665 -0.46087
H 0.20675 5.98494 -0.81565
H -0.85929 6.10768 -2.67021
C 0.69098 -0.49137 -5.16316
C 1.23992 0.57741 -4.20832
C 0.64761 0.36025 -2.81867
O 2.64463 0.47637 -4.14633
H -0.39668 -0.38792 -5.28124
H 0.78424 -1.51024 -4.77492
H 1.09536 -0.46079 -6.17492
H 0.96401 1.55294 -4.61814
H -0.42600 0.54633 -2.82950
H 1.16571 0.95663 -2.06574
H 0.86192 -0.68094 -2.56415
H 2.89963 -0.29811 -3.60744
C -4.39765 5.54902 1.78120
C -5.49610 6.30143 0.99940
C -6.88723 5.90755 1.47891
O -5.23861 7.68349 1.23935
H -4.36656 5.81094 2.83934
H -3.44734 5.72646 1.28439
H -4.58243 4.47034 1.80798
H -5.31282 6.10956 -0.06249
H -7.66248 6.41262 0.89446
H -7.02737 6.19111 2.52102
H -7.03008 4.83946 1.31494
H -6.08917 8.12783 1.15268
*
```

Results
E_HOMO in eV: -8.23
Electronic energy in eV: -100207.117
F_max in eV/Å: 2.0
Relative energy (zero: lowest compared OMol25 entry of this formula, charge and spin) in kJ/mol: 138.0
Orbital gap in Eh: 0.3170